DFT (wB97M-V/def2-TZVPD) results for 8 unconnected molecules or ions with the total composition C104H71NO16 at a distorted geometry.

Output
Structure (SMILES)   O=C1c2ccccc2C(=O)c2ccccc21.O=C1c2ccccc2C(=O)c2ccccc21.O=C1c2ccccc2C(=O)c2ccccc21.O=C1c2ccccc2C(=O)c2ccccc21.O=C1c2ccccc2C(=O)c2ccccc21.O=C1c2ccccc2C(=O)c2ccccc21.O=C1c2ccccc2C(=O)c2ccccc21.COCCNCCOC
LUMO energy   -1.35 eV
Electronic energy   -143245.1092 eV
Orbital gap   0.266 hartree

Last column: Mulliken charge in e.
CARTESIAN COORDINATES (ANGSTROEM)
C1 1.46 3.96 -9.43  -0.707
C2 0.78 4.16 -8.20  -0.195
C3 -0.43 3.57 -8.03  -0.668
C4 -0.99 2.76 -9.04  0.775
C5 -0.32 2.51 -10.28  -0.120
C6 0.93 3.14 -10.43  -0.768
C7 -0.88 1.41 -11.22  0.669
O1 -0.29 1.19 -12.23  -0.632
C8 -2.05 0.65 -10.83  0.433
C9 -2.40 -0.44 -11.64  -0.865
C10 -3.58 -1.11 -11.35  -0.323
C11 -4.45 -0.66 -10.38  -0.582
C12 -4.02 0.28 -9.48  -0.530
C13 -2.84 1.01 -9.70  0.258
C14 -2.34 2.19 -8.85  0.436
O2 -3.12 2.63 -8.01  -0.643
H1 2.45 4.38 -9.50  0.387
H2 1.15 4.95 -7.57  0.464
H3 -1.01 3.73 -7.13  0.518
H4 1.34 2.88 -11.39  0.508
H5 -1.75 -0.72 -12.46  0.455
H6 -3.94 -2.00 -11.86  0.370
H7 -5.33 -1.25 -10.20  0.368
H8 -4.75 0.68 -8.80  0.410
C15 0.47 -3.53 -2.50  0.084
C16 1.44 -4.50 -2.52  -0.361
C17 2.50 -4.37 -3.41  -1.087
C18 2.62 -3.30 -4.33  0.532
C19 1.55 -2.38 -4.29  0.077
C20 0.54 -2.41 -3.34  -0.721
C21 1.59 -1.18 -5.18  0.231
O3 0.68 -0.36 -5.22  -0.609
C22 2.91 -0.85 -5.90  0.456
C23 3.05 0.31 -6.57  -0.270
C24 4.24 0.59 -7.35  -0.754
C25 5.24 -0.33 -7.31  -0.818
C26 5.10 -1.45 -6.58  -0.674
C27 3.91 -1.80 -5.94  0.141
C28 3.83 -3.08 -5.17  0.374
O4 4.66 -4.07 -5.29  -0.701
H9 -0.30 -3.60 -1.74  0.502
H10 1.47 -5.37 -1.88  0.290
H11 3.44 -4.90 -3.36  0.432
H12 -0.33 -1.78 -3.23  0.557
H13 2.23 1.02 -6.66  0.847
H14 4.39 1.43 -8.00  0.488
H15 6.15 -0.31 -7.89  0.436
H16 5.88 -2.18 -6.48  0.525
C29 0.08 -8.29 -0.47  -0.421
C30 1.06 -7.51 0.25  -0.751
C31 0.67 -6.23 0.71  -0.854
C32 -0.68 -5.78 0.55  0.367
C33 -1.54 -6.55 -0.26  0.648
C34 -1.21 -7.80 -0.74  -0.566
C35 -2.89 -5.92 -0.61  0.353
O5 -3.69 -6.59 -1.33  -0.716
C36 -3.16 -4.54 -0.12  0.279
C37 -4.22 -3.81 -0.68  -0.758
C38 -4.59 -2.56 -0.34  -1.295
C39 -3.72 -1.90 0.51  0.201
C40 -2.47 -2.44 0.95  -0.478
C41 -2.27 -3.81 0.67  0.384
C42 -1.02 -4.41 1.06  0.553
O6 -0.15 -3.82 1.74  -0.709
H17 0.14 -9.35 -0.70  0.388
H18 1.86 -8.07 0.70  0.436
H19 1.39 -5.55 1.15  0.492
H20 -2.05 -8.37 -1.11  0.458
H21 -4.85 -4.34 -1.38  0.453
H22 -5.39 -1.94 -0.73  0.562
H23 -3.97 -0.85 0.61  0.461
H24 -1.79 -1.97 1.65  0.526
C43 2.85 3.00 -1.18  -0.967
C44 4.11 2.55 -0.90  -0.059
C45 5.15 2.28 -1.80  -1.278
C46 4.94 2.51 -3.20  0.681
C47 3.68 2.98 -3.56  0.606
C48 2.60 3.11 -2.57  -0.936
C49 3.42 3.41 -4.95  0.744
O7 2.29 3.68 -5.38  -0.782
C50 4.65 3.63 -5.77  0.588
C51 4.52 4.52 -6.91  -0.421
C52 5.72 4.74 -7.69  -0.801
C53 6.84 4.13 -7.38  -0.471
C54 7.04 3.32 -6.25  -0.964
C55 5.91 3.06 -5.39  0.173
C56 6.04 2.30 -4.11  0.633
O8 7.09 1.74 -3.85  -0.675
H25 2.08 3.09 -0.42  0.581
H26 4.30 2.36 0.15  0.305
H27 6.14 2.03 -1.45  0.498
H28 1.72 3.66 -2.87  0.673
H29 3.59 4.95 -7.26  0.524
H30 5.65 5.35 -8.58  0.409
H31 7.70 4.26 -8.03  0.388
H32 8.02 2.93 -5.98  0.513
C57 3.98 -1.34 9.67  -0.548
C58 3.07 -2.26 9.18  -0.562
C59 2.85 -2.26 7.82  -0.635
C60 3.32 -1.28 6.93  0.062
C61 4.25 -0.33 7.49  0.727
C62 4.53 -0.32 8.86  -0.638
C63 4.96 0.61 6.55  0.621
O9 5.80 1.31 7.06  -0.652
C64 4.53 0.77 5.13  0.111
C65 4.96 1.80 4.30  -0.998
C66 4.53 1.83 2.95  -0.398
C67 3.70 0.84 2.45  -0.223
C68 3.16 -0.05 3.27  -0.425
C69 3.52 -0.15 4.58  -0.101
C70 2.81 -1.19 5.54  0.659
O10 1.98 -1.88 5.15  -0.636
H33 4.12 -1.33 10.74  0.345
H34 2.50 -2.86 9.88  0.429
H35 2.14 -2.99 7.48  0.409
H36 5.12 0.46 9.31  0.477
H37 5.57 2.57 4.75  0.544
H38 4.95 2.70 2.47  0.375
H39 3.39 0.64 1.44  0.416
H40 2.49 -0.72 2.76  0.653
C71 -1.58 2.58 -3.48  -0.712
C72 -0.44 1.83 -3.50  -1.128
C73 -0.01 1.31 -2.31  -0.948
C74 -0.80 1.23 -1.15  -0.062
C75 -2.08 1.85 -1.22  0.553
C76 -2.42 2.55 -2.34  -0.727
C77 -2.97 1.74 -0.02  0.757
O11 -4.17 2.04 -0.08  -0.704
C78 -2.36 1.30 1.29  -0.531
C79 -3.13 1.20 2.37  -0.884
C80 -2.68 0.59 3.56  -0.975
C81 -1.35 0.12 3.68  -0.366
C82 -0.52 0.27 2.58  -0.089
C83 -1.04 0.77 1.37  0.216
C84 -0.15 0.72 0.12  0.899
O12 1.00 0.25 0.10  -0.712
H41 -1.94 3.10 -4.36  0.497
H42 0.12 1.87 -4.42  0.763
H43 0.97 0.88 -2.37  1.469
H44 -3.31 3.15 -2.44  0.521
H45 -4.14 1.58 2.32  0.496
H46 -3.35 0.50 4.41  0.804
H47 -0.99 -0.46 4.52  0.565
H48 0.45 -0.22 2.58  0.296
C85 -2.60 0.45 9.00  -0.716
C86 -2.90 0.73 7.71  -0.528
C87 -2.01 1.39 6.87  -0.571
C88 -0.73 1.75 7.34  0.151
C89 -0.35 1.28 8.67  0.466
C90 -1.28 0.57 9.47  -0.861
C91 1.05 1.48 9.18  0.625
O13 1.56 0.89 10.19  -0.732
C92 1.91 2.63 8.59  -0.027
C93 3.06 3.16 9.14  -0.109
C94 3.74 4.24 8.60  -0.667
C95 3.27 4.74 7.39  -0.337
C96 2.21 4.19 6.75  -0.762
C97 1.46 3.13 7.25  0.295
C98 0.26 2.55 6.54  0.569
O14 -0.02 2.85 5.37  -0.738
H49 -3.27 -0.01 9.72  0.398
H50 -3.94 0.56 7.49  0.501
H51 -2.28 1.59 5.84  0.925
H52 -1.03 0.37 10.50  0.426
H53 3.44 2.82 10.09  0.449
H54 4.68 4.54 9.06  0.398
H55 3.84 5.49 6.86  0.379
H56 1.94 4.66 5.82  0.448
C99 -6.69 -1.82 8.21  -0.821
O15 -6.60 -1.73 6.85  -0.274
C100 -5.71 -2.65 6.22  -0.712
C101 -6.07 -2.65 4.72  -0.757
N1 -5.84 -1.33 4.19  0.163
C102 -6.41 -0.84 2.94  -0.165
C103 -7.86 -0.44 2.87  -0.851
O16 -8.22 0.70 3.61  -0.330
C104 -9.28 0.54 4.58  -0.650
H57 -7.51 -1.21 8.59  0.257
H58 -5.78 -1.54 8.74  0.231
H59 -7.00 -2.83 8.47  0.380
H60 -5.92 -3.63 6.64  0.541
H61 -4.70 -2.34 6.46  0.289
H62 -7.14 -2.82 4.62  0.338
H63 -5.66 -3.42 4.07  0.398
H64 -6.22 -0.76 4.93  0.302
H65 -6.11 -1.37 2.04  0.116
H66 -5.99 0.15 2.76  -0.056
H67 -8.35 -1.38 3.13  0.385
H68 -8.00 -0.33 1.80  0.453
H69 -10.23 0.25 4.14  0.298
H70 -9.50 1.53 4.99  0.263
H71 -9.01 -0.08 5.43  0.236